DFT (ωB97M-V with the def2-TZVPD basis set) results for an isolated molecule of C18H25N5O3S in a non-equilibrium geometry.

## Properties
- strongest force on any atom (eV/Å) = 17.4
- SMILES = CCCn1c(SCC(=O)NNC(=O)c2ccc(OC)cc2)nnc1C(C)C
- DFT total energy (a.u.) = -1597.9840
- relative energy (zero: lowest compared OMol25 entry of this formula, charge and spin) (kcal per mole) = 459.2

Bonds (Å) are listed after each position.
CARTESIAN COORDINATES (ANGSTROEM)
1 C 5.351 1.332 -1.219  C2 1.426, H28 1.235, H29 1.183, H30 0.994
2 C 5.008 2.273 -0.204  C1 1.426, C3 1.601, H31 1.125, H32 1.136
3 C 3.996 1.410 0.686  C2 1.601, N4 1.406, H33 1.235, H34 0.936
4 N 2.725 0.937 0.312  C3 1.406, C5 1.385, C24 1.328
5 C 2.494 -0.411 0.091  N4 1.385, S6 1.655, N22 1.373
6 S 3.701 -1.543 0.140  C5 1.655, C7 1.809
7 C 2.514 -2.889 0.372  S6 1.809, C8 1.387, H35 1.310, H36 1.284
8 C 1.292 -2.472 0.877  C7 1.387, O9 1.303, N10 1.524
9 O 1.123 -2.009 2.084  C8 1.303
10 N 0.228 -2.750 -0.177  C8 1.524, N11 1.329, H37 0.889
11 N -0.906 -2.281 0.331  N10 1.329, C12 1.400, H38 0.948
12 C -1.870 -2.346 -0.682  N11 1.400, O13 1.099, C14 1.669
13 O -1.747 -2.664 -1.726  C12 1.099
14 C -3.045 -1.228 -0.285  C12 1.669, C15 1.399, C21 1.405
15 C -2.650 0.004 0.248  C14 1.399, C16 1.490, H39 0.947
16 C -3.682 1.072 0.354  C15 1.490, C17 1.487, H40 1.173
17 C -5.038 0.626 -0.062  C16 1.487, O18 1.327, C20 1.270
18 O -6.047 1.476 0.085  C17 1.327, C19 1.647
19 C -5.866 2.749 1.114  O18 1.647, H41 1.255, H42 0.890, H43 0.975
20 C -5.255 -0.542 -0.511  C17 1.270, C21 1.463, H44 1.043
21 C -4.298 -1.613 -0.792  C14 1.405, C20 1.463, H45 1.016
22 N 1.371 -0.439 -0.698  C5 1.373, N23 1.362
23 N 0.722 0.758 -0.662  N22 1.362, C24 1.351
24 C 1.633 1.576 -0.089  N4 1.328, N23 1.351, C25 1.752
25 C 1.219 3.270 0.081  C24 1.752, C26 1.603, C27 1.581, H46 1.123
26 C 1.200 3.829 -1.421  C25 1.603, H47 1.167, H48 1.081, H49 1.199
27 C -0.171 3.201 0.830  C25 1.581, H50 1.128, H51 1.056, H52 0.871
28 H 4.314 1.035 -1.821  C1 1.235
29 H 5.997 1.888 -2.039  C1 1.183
30 H 5.841 0.516 -0.932  C1 0.994
31 H 5.886 2.773 0.292  C2 1.125
32 H 4.366 3.091 -0.663  C2 1.136
33 H 3.810 2.149 1.658  C3 1.235
34 H 4.550 0.856 1.196  C3 0.936
35 H 2.689 -3.405 -0.819  C7 1.310
36 H 3.215 -3.839 0.878  C7 1.284
37 H 0.186 -3.102 -0.992  N10 0.889
38 H -0.977 -1.791 1.140  N11 0.948
39 H -1.760 0.272 0.432  C15 0.947
40 H -3.582 1.988 1.081  C16 1.173
41 H -5.222 3.398 0.255  C19 1.255
42 H -5.565 2.764 1.952  C19 0.890
43 H -6.767 3.117 1.066  C19 0.975
44 H -6.265 -0.596 -0.765  C20 1.043
45 H -4.518 -2.499 -1.237  C21 1.016
46 H 2.005 3.587 0.819  C25 1.123
47 H 0.585 3.082 -2.074  C26 1.167
48 H 1.098 4.880 -1.194  C26 1.081
49 H 2.270 3.609 -1.915  C26 1.199
50 H -0.812 2.593 0.129  C27 1.128
51 H -0.380 4.234 0.891  C27 1.056
52 H -0.018 2.876 1.624  C27 0.871

Results of the natural (NBO) charge analysis, in e, for atoms 1 through 5:
1 C -0.5907
2 C -0.4070
3 C -0.1898
4 N -0.3937
5 C 0.0574

DFT (ωB97M-V with the def2-TZVPD basis set) results for a cluster of 2 separate species, C4H7NO in total in a non-equilibrium geometry.

## Properties
- strongest force on any atom (eV/Å) = 1.2
- DFT total energy (a.u.) = -286.4557
- relative energy (zero: lowest compared OMol25 entry of this formula, charge and spin) (kcal per mole) = 110.4

Bonds (Å) are listed after each position.
CARTESIAN COORDINATES (ANGSTROEM)
1 C 1.881 0.323 0.545  O2 1.355, H7 1.083, H9 1.090
2 O 0.678 -0.250 0.791  C1 1.355, C3 1.274
3 C -0.139 -0.688 -0.082  O2 1.274, C4 1.485, H10 1.090
4 C -1.522 -1.040 0.325  C3 1.485, H11 1.097, H12 1.093, H13 1.097
5 C -0.117 1.795 -0.948  N6 1.158, H8 1.127
6 N -1.026 2.150 -1.572  C5 1.158
7 H 2.444 0.440 1.462  C1 1.083
8 H 0.816 1.567 -0.359  C5 1.127
9 H 2.393 -0.056 -0.340  C1 1.090
10 H 0.235 -0.860 -1.091  C3 1.090
11 H -1.698 -2.119 0.239  C4 1.097
12 H -1.703 -0.731 1.357  C4 1.093
13 H -2.243 -0.531 -0.326  C4 1.097

Results of the natural (NBO) charge analysis, in e, for atoms 1 through 5:
1 C -0.3545
2 O -0.3290
3 C 0.2341
4 C -0.6894
5 C 0.0269

DFT (ωB97M-V with the def2-TZVPD basis set) results for a cluster of 6 separate species, H12O6 in total in a non-equilibrium geometry.

## Properties
- strongest force on any atom (eV/Å) = 5.5
- SMILES = O.O.O.O.O.O
- DFT total energy (a.u.) = -458.5885
- relative energy (zero: lowest compared OMol25 entry of this formula, charge and spin) (kcal per mole) = 52.7

Bonds (Å) are listed after each position.
CARTESIAN COORDINATES (ANGSTROEM)
1 O -0.072 0.700 0.004  H2 0.999, H3 0.966
2 H 0.758 0.247 -0.320  O1 0.999
3 H -0.426 1.167 -0.764  O1 0.966
4 O 1.852 -0.571 -3.711  H5 0.913, H6 0.970
5 H 2.149 0.197 -3.316  O4 0.913
6 H 1.563 -1.168 -3.002  O4 0.970
7 O -2.577 -2.252 -1.695  H8 0.949, H9 0.977
8 H -2.532 -1.705 -0.922  O7 0.949
9 H -3.359 -2.798 -1.481  O7 0.977
10 O -2.473 1.811 3.631  H11 0.960, H12 1.043
11 H -2.464 0.853 3.693  O10 0.960
12 H -3.504 1.974 3.642  O10 1.043
13 O 3.464 -1.841 -0.956  H14 0.890, H15 0.993
14 H 4.090 -1.676 -0.345  O13 0.890
15 H 3.624 -2.755 -1.308  O13 0.993
16 O -0.273 2.927 2.216  H17 0.942, H18 1.022
17 H 0.226 2.772 3.000  O16 0.942
18 H -0.046 2.118 1.633  O16 1.022

Results of the natural (NBO) charge analysis, in e, for atoms 1 through 5:
1 O -0.9589
2 H 0.4830
3 H 0.4818
4 O -0.9350
5 H 0.4621

DFT (ωB97M-V with the def2-TZVPD basis set) results for the ion C3H7N2S with charge +1 in a non-equilibrium geometry.

## Properties
- strongest force on any atom (eV/Å) = 5.4
- multiplicity = 3
- DFT total energy (a.u.) = -625.7197
- charge = +1
- relative energy (zero: lowest compared OMol25 entry of this formula, charge and spin) (kcal per mole) = 83.9

Bonds (Å) are listed after each position.
CARTESIAN COORDINATES (ANGSTROEM)
1 C 1.132 0.561 0.230  C2 1.603, N4 1.541, H7 1.015, H8 1.167
2 C 0.095 0.534 -0.993  C1 1.603, N5 1.564, S6 1.853, H9 1.035
3 C -0.937 -0.357 0.569  N4 1.362, N5 1.530, S6 1.952, H10 1.072
4 N 0.191 -0.068 1.275  C1 1.541, C3 1.362, H11 0.993
5 N -0.503 -0.898 -0.795  C2 1.564, C3 1.530, H12 1.053, H13 1.032
6 S -1.488 1.266 -0.366  C2 1.853, C3 1.952
7 H 1.947 -0.034 0.119  C1 1.015
8 H 1.500 1.565 0.697  C1 1.167
9 H 0.652 0.708 -1.848  C2 1.035
10 H -1.656 -1.050 0.959  C3 1.072
11 H 0.165 0.270 2.208  N4 0.993
12 H -1.365 -0.925 -1.400  N5 1.053
13 H 0.266 -1.572 -0.655  N5 1.032

Results of the natural (NBO) charge analysis, in e, for atoms 1 through 5:
1 C -0.2475
2 C -0.2890
3 C -0.0777
4 N -0.6132
5 N -0.5780